Computed, not measured: C2H5N3O2 as an isolated structure at a distorted geometry, with the ωB97M-V functional and the def2-TZVPD basis.

Structure (ORCA input):
```
! RIJCOSX wB97M-V def2-TZVPD def2/J DEFGRID3
* xyz 0 1
N -1.12 -1.01 0.95
N -0.05 -0.49 0.24
C 1.28 -0.78 0.14
O 1.95 -1.74 0.35
H -0.83 -1.31 1.89
H -1.50 -1.82 0.46
N -0.31 1.49 -1.24
C 0.27 0.92 -0.11
O 1.61 0.48 -0.31
H -0.25 0.88 -2.05
H -1.25 1.80 -1.08
H 0.19 1.60 0.75
*
```

* max |F|: 1.1 eV/Å
* E: -10719.4976 eV